Record 1
C13H29NO11PS3 as an isolated structure. Source: OMol25; level of theory: the ωB97M-V functional and the def2-TZVPD basis.

Structure (ORCA input):
```
! RIJCOSX wB97M-V def2-TZVPD def2/J DEFGRID3
* xyz -1 1
S 4.46670 -1.19548 -2.52141
S -3.62709 0.10144 3.20273
S -4.16338 -0.08422 0.55434
P -4.00414 1.39568 -1.02325
O -5.44055 -0.69866 0.30427
O -4.03963 0.91308 4.32564
O -5.44351 2.07610 -1.04446
O -3.01343 -0.94012 0.36390
O 4.93168 -2.72868 -2.51396
O 5.61299 -0.38221 -2.34726
O 3.31576 -1.05075 -1.70778
O -3.59159 0.80501 -2.30243
O -3.05750 2.60301 -0.57361
O 3.99753 -1.14370 -4.05185
O -3.99459 -1.29059 3.26856
N -4.14103 0.83400 1.85955
C -0.01861 2.88797 1.32976
C 1.76306 1.67776 -0.06463
C 1.25228 2.03664 1.33030
C 0.06911 -2.43242 0.37144
C 1.00322 -2.13035 1.54075
C -1.18926 1.50492 3.16562
C 4.40244 -3.40146 -3.66355
C 0.73928 1.07342 -1.03049
C -1.84282 0.12896 3.26886
C 0.23031 -1.48506 -0.81590
C -0.16846 -0.03075 -0.46668
C 4.39219 -2.33547 -4.73979
C -1.30633 2.20440 1.81477
H 3.68394 -2.54761 -5.53583
H 0.14629 1.85531 -1.50947
H -2.05173 2.99040 1.93003
H 1.13046 1.12099 1.90956
H 2.12615 2.60241 -0.52685
H -1.44431 -0.59948 2.56235
H -0.15268 1.39493 3.48640
H 0.87737 -1.11774 1.92230
H -0.47670 -1.82272 -1.57595
H -1.71622 1.53561 1.06441
H -1.63544 -0.24648 4.27098
H 3.39383 -3.74938 -3.43132
H 5.38711 -2.18151 -5.16265
H -2.13243 2.33528 -0.65129
H 5.03434 -4.24870 -3.91377
H -1.68734 2.10408 3.93074
H -0.29559 0.04419 0.61165
H 0.27705 -3.45081 0.02984
H -1.16564 0.11949 -0.88750
H 2.04535 -2.27448 1.25277
H -0.20039 3.27259 0.32243
H 1.24695 -1.55092 -1.21104
H 1.30973 0.62324 -1.84580
H 0.12345 3.76525 1.96377
H 2.04851 2.59630 1.82448
H 2.63416 1.02505 0.00834
H -0.96439 -2.42599 0.72303
H -5.45283 2.71381 -1.77006
H 0.77641 -2.79560 2.37503
*
```

The HOMO energy is -6.06 eV. The electronic energy is -79761.342 eV.

***

Record 2
A 3-piece molecular cluster, C13H29O8PS2 overall. Source: OMol25; level of theory: the ωB97M-V functional and the def2-TZVPD basis.

Structure (ORCA input):
```
! RIJCOSX wB97M-V def2-TZVPD def2/J DEFGRID3
* xyz 0 1
S 3.41253 -7.05198 0.65530
S -0.84589 -2.79507 -2.23808
P -2.24491 0.76988 -0.28638
O 4.79210 -6.25603 0.67424
O 3.45010 -7.45716 -0.88827
O -0.51033 -1.42391 -2.11786
O 0.47923 -3.68158 -2.31356
O 3.50906 -8.22987 1.43123
O 2.36637 -6.12008 0.87952
O -1.33464 -3.31098 -0.80818
O -1.73305 -3.24094 -3.24714
C 0.63596 4.99703 -0.19467
C -3.19981 4.42798 -0.41812
C 4.52000 -6.77878 -1.56812
C 5.56752 -6.58710 -0.48944
C -3.62395 1.58423 0.65422
C -0.64804 4.21742 -0.47528
C -0.54847 -4.43356 -0.37333
C -3.16451 2.72866 1.57084
C -1.86512 5.13199 -0.65128
C 0.83563 5.38576 1.27083
C 0.80366 -4.19129 -1.00893
C 0.99270 4.20927 2.22792
C -3.49676 4.13559 1.06059
H -0.85291 3.52353 0.34406
H -4.16068 0.83223 1.22902
H 0.98025 4.55272 3.26281
H 1.50806 4.44540 -0.55349
H -3.22169 3.51594 -1.01994
H -2.09485 2.66366 1.78156
H -0.52692 3.61072 -1.37328
H -0.01347 5.99695 1.58857
H 1.73168 6.00478 1.33684
H -4.31590 1.96193 -0.09881
H -1.85462 5.54576 -1.66188
H -0.51126 -4.43691 0.71156
H 0.19189 3.47767 2.12189
H -1.25695 0.81881 0.71573
H 4.15230 -5.82579 -1.95164
H 1.38032 -3.44257 -0.46369
H 4.85965 -7.40467 -2.38782
H -3.65571 2.59937 2.53742
H 6.24650 -5.76547 -0.69551
H 6.12960 -7.50192 -0.29706
H -2.54355 -0.58845 -0.07816
H -1.78568 5.96129 0.05762
H -3.99234 5.06604 -0.81481
H -4.54250 4.35681 1.27785
H 1.93911 3.69077 2.06964
H 1.38409 -5.10069 -1.11633
H 0.59933 5.91802 -0.78543
H -1.00984 -5.35296 -0.73608
H -2.91331 4.84758 1.65332
*
```

The HOMO energy is -8.58 eV. The electronic energy is -61288.340 eV.